# 1
C31H18Cl6N5O3RhS2 | ωB97M-V/def2-TZVPD

Summary:
ΔE to the lowest compared entry with this formula, charge and spin: 0.9894 eV
DFT total energy: -145846.4490 eV
HOMO: -7.7675 eV
gap between HOMO and LUMO: 6.80 eV
2S+1: 1

Last column: Mulliken charge in e.
CARTESIAN COORDINATES (ANGSTROEM)
Rh  0.144  0.182  0.332  -1.02
Cl  5.759  -3.376  3.250  -0.25
C  4.224  -2.692  2.773  0.20
C  3.191  -2.591  3.720  -0.62
C  1.986  -2.053  3.365  -0.58
C  1.734  -1.568  2.053  0.07
O  0.546  -1.086  1.824  -0.35
C  2.791  -1.691  1.104  0.61
C  2.725  -1.261  -0.260  -0.03
N  1.753  -0.613  -0.783  0.92
C  1.756  -0.117  -2.112  0.29
C  2.566  -0.545  -3.120  -0.17
C  2.549  0.100  -4.378  -0.78
C  1.736  1.168  -4.600  -1.04
C  0.867  1.623  -3.578  0.81
C  0.028  2.750  -3.727  -0.75
C  -0.771  3.139  -2.698  -1.20
C  -0.789  2.374  -1.517  0.24
N  -0.041  1.312  -1.354  0.41
C  0.843  0.947  -2.351  0.03
C  4.023  -2.267  1.499  -1.11
H  3.358  -2.943  4.730  0.42
H  1.177  -1.977  4.079  0.48
H  3.623  -1.441  -0.857  -0.03
H  3.224  -1.391  -2.962  0.54
H  3.208  -0.252  -5.162  0.42
H  1.742  1.680  -5.554  0.42
H  0.040  3.300  -4.660  0.43
H  -1.394  4.019  -2.764  0.46
H  -1.445  2.629  -0.696  0.23
H  4.819  -2.355  0.768  0.45
Cl  -1.029  -2.247  -0.655  -0.19
C  -2.248  -1.259  0.112  1.39
C  -1.853  -0.017  0.593  -1.19
C  -2.867  0.778  1.129  1.19
Cl  -2.554  2.396  1.663  -0.12
C  -4.189  0.326  1.219  -0.28
Cl  -5.413  1.333  1.891  -0.20
C  -4.526  -0.943  0.763  0.55
Cl  -6.146  -1.510  0.873  -0.19
C  -3.545  -1.744  0.192  -0.19
Cl  -3.931  -3.310  -0.402  -0.20
N  8.013  -1.245  0.823  -0.54
C  6.948  -0.403  0.556  0.76
C  6.257  0.215  1.604  -0.62
C  5.238  1.107  1.344  -0.36
C  4.880  1.394  0.029  -0.07
C  5.552  0.781  -1.019  -0.21
C  6.578  -0.115  -0.758  -0.83
S  3.674  2.633  -0.316  0.86
O  4.018  3.812  0.446  -0.77
O  3.597  2.728  -1.755  -0.69
N  2.326  1.979  0.183  0.00
C  1.743  2.213  1.335  0.32
S  2.252  3.267  2.636  -0.10
C  0.906  2.738  3.600  -0.56
C  0.137  1.883  2.918  -1.20
N  0.586  1.600  1.640  0.83
H  8.066  -1.646  1.743  0.22
H  8.334  -1.841  0.081  0.21
H  6.536  -0.007  2.627  0.37
H  4.721  1.591  2.163  0.32
H  5.264  1.022  -2.034  0.59
H  7.107  -0.588  -1.578  0.30
H  0.742  3.117  4.594  0.47
H  -0.764  1.420  3.274  0.62

# 2
C2H3BrClFIN | ωB97M-V/def2-TZVPD

Summary:
ΔE to the lowest compared entry with this formula, charge and spin: 0.0108 eV
DFT total energy: -96995.0197 eV
HOMO: -9.8757 eV
gap between HOMO and LUMO: 9.35 eV
2S+1: 1

Last column: Mulliken charge in e.
CARTESIAN COORDINATES (ANGSTROEM)
C  1.277  0.212  -0.263  -0.29
C  -1.126  -0.269  -0.043  0.01
N  -0.001  0.417  0.357  -0.20
F  -1.069  -0.358  -1.459  -0.21
Cl  2.365  1.332  0.597  -0.18
Br  -1.349  -2.233  0.477  -0.14
I  -2.973  0.778  0.395  0.13
H  1.569  -0.879  -0.070  0.31
H  1.378  0.486  -1.374  0.25
H  -0.070  0.513  1.383  0.32

# 3
C8H17NOS | ωB97M-V/def2-TZVPD

Summary:
ΔE to the lowest compared entry with this formula, charge and spin: 2.8504 eV
DFT total energy: -22941.2890 eV
HOMO (alpha / beta): -7.3114 / -7.3134 eV
gap between HOMO and LUMO (alpha / beta): 7.69 / 7.69 eV
2S+1: 1

Last column: Mulliken charge in e.
CARTESIAN COORDINATES (ANGSTROEM)
C  1.800  2.295  -1.790  -0.63
C  2.425  2.049  -0.431  -0.69
C  1.612  1.020  -1.084  0.76
C  1.868  -0.390  -1.435  -1.14
C  -1.821  -1.415  -0.950  -1.36
C  -2.860  -0.900  1.284  -1.33
C  0.246  -0.617  2.065  -1.04
C  -1.585  -1.339  0.557  0.05
N  -0.467  -0.453  0.825  0.36
O  -0.182  2.073  1.248  -0.61
S  -0.609  1.127  0.215  0.41
H  0.977  2.994  -1.839  0.19
H  2.434  2.328  -2.671  0.28
H  3.498  1.919  -0.354  0.27
H  1.990  2.573  0.413  0.18
H  2.936  -0.623  -1.387  0.40
H  1.504  -0.618  -2.437  0.23
H  1.357  -1.043  -0.724  0.21
H  -2.107  -0.443  -1.340  0.34
H  -0.916  -1.735  -1.456  0.31
H  -2.615  -2.125  -1.164  0.45
H  -3.185  0.069  0.913  0.30
H  -2.684  -0.821  2.355  0.34
H  -3.655  -1.622  1.118  0.43
H  1.040  0.127  2.099  0.30
H  -0.391  -0.477  2.946  0.33
H  0.688  -1.614  2.103  0.35
H  -1.295  -2.335  0.921  0.30

# 4
C3H4Br2N2O6 | ωB97M-V/def2-TZVPD

Summary:
ΔE to the lowest compared entry with this formula, charge and spin: 0.7533 eV
DFT total energy: -158518.8322 eV
SMILES string: O=[N+]([O-])C(CBr)([N+](=O)[O-])C(O)(O)Br
HOMO: -10.2849 eV
gap between HOMO and LUMO: 9.06 eV
2S+1: 1

Last column: Mulliken charge in e.
CARTESIAN COORDINATES (ANGSTROEM)
C  -1.296  0.863  0.673  -0.58
C  -0.270  -0.174  0.158  -0.74
C  1.008  0.406  -0.498  0.76
N  0.266  -1.073  1.247  1.18
N  -1.004  -1.124  -0.864  1.31
O  -0.039  -0.881  2.388  -0.57
O  0.915  -2.008  0.777  -0.56
O  -2.085  -1.499  -0.600  -0.60
O  -0.365  -1.377  -1.827  -0.63
O  1.501  1.349  0.261  -0.32
O  1.893  -0.467  -0.981  -0.54
Br  -0.653  2.197  1.973  -0.10
Br  0.110  1.650  -2.052  -0.27
H  -1.503  1.490  -0.332  0.36
H  -2.207  0.329  1.084  0.47
H  2.392  1.577  -0.014  0.39
H  1.338  -1.257  -1.391  0.45

# 5
C42H31BrClN3O7PS4Sc | ωB97M-V/def2-TZVPD

Summary:
ΔE to the lowest compared entry with this formula, charge and spin: 1.1288 eV
DFT total energy: -218765.6750 eV
net charge: -2
HOMO: -2.5231 eV
gap between HOMO and LUMO: 6.06 eV
2S+1: 1

Last column: Mulliken charge in e.
CARTESIAN COORDINATES (ANGSTROEM)
Sc  0.766  -0.134  -0.984  0.04
Cl  -5.923  1.158  -3.847  -0.30
C  -4.253  1.023  -3.383  0.31
C  -3.408  2.117  -3.575  -0.63
C  -2.089  2.008  -3.231  -0.37
C  -1.529  0.805  -2.710  0.18
O  -0.281  0.733  -2.463  -0.39
C  -2.432  -0.302  -2.531  0.25
C  -1.960  -1.567  -2.080  0.38
N  -0.698  -1.851  -2.050  -0.07
C  -0.223  -3.123  -1.816  0.60
C  -0.968  -4.274  -1.598  -0.77
C  -0.347  -5.506  -1.395  -0.99
C  1.020  -5.630  -1.409  -0.79
C  1.823  -4.500  -1.650  1.60
C  3.234  -4.543  -1.675  -0.85
C  3.930  -3.405  -1.976  -0.82
C  3.221  -2.221  -2.248  -0.58
N  1.913  -2.131  -2.181  -0.36
C  1.202  -3.242  -1.877  0.78
C  -3.786  -0.156  -2.865  -1.18
H  -3.798  3.029  -4.006  0.42
H  -1.417  2.841  -3.373  0.39
H  -2.732  -2.303  -1.830  0.04
H  -2.045  -4.224  -1.548  0.28
H  -0.960  -6.381  -1.214  0.36
H  1.499  -6.582  -1.216  0.39
H  3.736  -5.480  -1.462  0.38
H  5.009  -3.388  -2.004  0.40
H  3.762  -1.318  -2.503  0.79
H  -4.447  -1.002  -2.745  0.43
Br  5.477  -5.130  4.054  -0.26
C  3.932  -4.668  3.039  -0.17
C  2.820  -5.487  3.099  -0.39
C  1.684  -5.118  2.394  -1.31
C  1.654  -3.944  1.657  0.78
C  2.799  -3.158  1.588  1.02
C  3.947  -3.522  2.279  -0.90
C  2.844  -1.863  0.778  -0.04
O  3.953  -1.350  0.591  -0.88
O  1.729  -1.428  0.383  0.46
H  2.846  -6.392  3.691  0.42
H  0.809  -5.752  2.426  0.47
H  0.756  -3.629  1.141  0.32
H  4.820  -2.895  2.181  0.60
S  1.426  5.685  1.059  -0.62
P  0.152  4.678  -0.053  0.91
S  0.010  2.695  0.091  -0.44
C  0.379  5.290  -1.776  0.13
C  0.136  6.637  -2.018  -0.61
C  0.355  7.174  -3.271  -0.59
C  0.829  6.366  -4.293  -0.42
C  1.093  5.027  -4.048  -0.51
C  0.869  4.484  -2.792  -0.28
C  -1.558  5.299  0.243  -0.14
C  -2.572  4.982  -0.652  0.02
C  -3.866  5.400  -0.408  -0.61
C  -4.164  6.125  0.737  -0.39
C  -3.158  6.420  1.642  -0.50
C  -1.861  6.007  1.395  -0.39
H  -0.212  7.256  -1.201  0.36
H  0.167  8.226  -3.451  0.36
H  1.002  6.785  -5.278  0.34
H  1.484  4.403  -4.840  0.41
H  1.066  3.437  -2.589  0.41
H  -2.339  4.396  -1.529  0.09
H  -4.651  5.158  -1.114  0.42
H  -5.180  6.452  0.922  0.35
H  -3.384  6.979  2.543  0.36
H  -1.058  6.235  2.084  0.31
O  4.937  0.285  -1.844  -0.63
S  4.022  0.752  -0.771  0.36
N  2.579  0.731  -1.130  -0.01
C  -0.183  -2.270  6.843  -1.54
C  -0.506  -1.840  5.438  1.15
C  -1.823  -1.723  5.015  -0.71
C  -2.113  -1.413  3.696  -0.72
C  -1.090  -1.198  2.794  -0.70
C  0.226  -1.262  3.213  -0.61
C  0.515  -1.580  4.529  -0.73
S  -1.435  -1.233  1.027  1.80
O  -2.862  -1.060  0.847  -0.83
O  -0.974  -2.572  0.685  -0.65
O  -0.642  -0.168  0.383  0.04
H  -0.965  -1.978  7.542  0.39
H  0.763  -1.840  7.165  0.38
H  -0.091  -3.357  6.888  0.28
H  -2.624  -1.915  5.718  0.34
H  -3.132  -1.342  3.347  0.52
H  1.006  -1.069  2.496  0.50
H  1.543  -1.659  4.855  0.37

# 6
C5H8FNO2 | ωB97M-V/def2-TZVPD

Summary:
ΔE to the lowest compared entry with this formula, charge and spin: 0.1945 eV
DFT total energy: -13616.6471 eV
SMILES string: N[C@]1(C(=O)O)CC[C@H]1F
HOMO: -9.2884 eV
gap between HOMO and LUMO: 10.08 eV
2S+1: 1

Last column: Mulliken charge in e.
CARTESIAN COORDINATES (ANGSTROEM)
C  0.245  0.374  -0.003  0.99
C  -0.951  0.359  -1.044  -0.91
C  -1.588  -0.797  -0.237  -0.56
C  -0.697  -0.438  0.963  -0.17
C  1.390  -0.516  -0.403  0.28
H  -0.170  2.279  0.768  0.26
H  1.495  2.095  0.239  0.24
H  -0.680  0.069  -2.063  0.26
H  -1.559  1.261  -1.041  0.32
H  -1.283  -1.725  -0.645  0.26
H  -2.698  -0.755  -0.026  0.32
H  -1.202  0.173  1.717  0.31
H  3.262  -0.837  0.223  0.36
N  0.649  1.618  0.640  -0.62
O  2.552  -0.185  0.266  -0.46
O  1.224  -1.551  -0.967  -0.53
F  0.010  -1.426  1.614  -0.36

# 7
C16H12Cl3CoN4O3 | ωB97M-V/def2-TZVPD

Summary:
<S²>: 3.7895
DFT total energy: -104072.1563 eV
net charge: +1
HOMO (alpha / beta): -11.5010 / -11.4899 eV
gap between HOMO and LUMO (alpha / beta): 6.96 / 6.16 eV
2S+1: 4

Last column: Löwdin spin population.
CARTESIAN COORDINATES (ANGSTROEM)
Co  0.409  0.281  0.125  1.51
C  0.631  -0.115  -3.997  0.00
C  0.873  0.123  -2.556  0.02
N  0.000  -0.148  -1.615  -0.02
N  -1.184  -0.697  -1.849  0.00
C  -1.835  -0.793  -0.687  0.00
O  -1.258  -0.298  0.348  0.02
C  -3.142  -1.405  -0.592  0.00
C  -3.841  -1.799  -1.740  0.00
C  -5.096  -2.362  -1.619  0.00
C  -5.656  -2.546  -0.360  0.00
C  -4.954  -2.172  0.779  0.00
C  -3.702  -1.599  0.677  0.00
C  2.084  0.694  -2.006  0.00
C  3.173  1.104  -2.772  0.00
C  4.284  1.635  -2.139  0.00
C  4.278  1.741  -0.755  0.00
C  3.159  1.320  -0.052  0.01
N  2.079  0.814  -0.647  0.01
H  -0.357  -0.551  -4.126  0.00
H  1.383  -0.783  -4.417  0.00
H  0.687  0.827  -4.544  0.00
H  -3.380  -1.656  -2.706  0.00
H  -5.644  -2.654  -2.504  0.00
H  -6.641  -2.981  -0.272  0.00
H  -5.397  -2.322  1.750  0.00
H  -3.135  -1.311  1.551  0.00
H  3.132  1.005  -3.846  0.00
H  5.137  1.961  -2.714  0.00
H  5.132  2.138  -0.230  0.00
H  3.118  1.396  1.024  0.00
O  -1.302  -0.746  2.915  0.72
O  -0.428  -0.091  3.636  0.22
Cl  0.842  1.247  5.626  0.01
C  1.514  1.207  3.999  0.01
Cl  1.889  2.843  3.437  0.00
Cl  3.009  0.229  3.991  0.00
C  0.550  0.549  3.002  0.04
N  0.754  0.628  1.767  0.45

# 8
C4H8NO2 | ωB97M-V/def2-TZVPD

Summary:
ΔE to the lowest compared entry with this formula, charge and spin: 2.9346 eV
DFT total energy: -9861.8521 eV
net charge: -1
HOMO: -3.8738 eV
gap between HOMO and LUMO: 7.38 eV
2S+1: 1

Last column: Mulliken charge in e.
CARTESIAN COORDINATES (ANGSTROEM)
C  -0.825  0.474  1.003  -1.07
N  -3.138  0.013  0.255  -0.80
C  -1.336  -0.862  -1.087  -0.82
C  -1.831  -0.060  0.051  0.70
C  3.963  0.241  -0.291  0.00
O  2.878  0.825  -0.123  -0.55
O  5.169  0.534  0.012  -0.68
H  -1.315  1.086  1.735  0.36
H  -0.095  1.139  0.556  0.36
H  -0.250  -0.353  1.495  0.26
H  3.914  -0.722  -0.876  0.23
H  -1.438  -1.468  -0.110  0.11
H  -2.065  -1.020  -1.832  0.34
H  -0.295  -0.780  -1.394  0.33
H  -3.336  0.955  0.605  0.22

Q: Which of these has the highest 2S+1?
A: C16H12Cl3CoN4O3

Q: Which value of 2S+1 does entry 7 give?
A: 4